(1)
DFT (ωB97M-V/def2-TZVPD) results for a cluster of 2 separate species, C7H17N in total.

Calculated values
Total charge: 0
HOMO energy in eV: -8.72
DFT total energy in hartree: -331.43268
Relative energy (zero: lowest compared OMol25 entry of this formula, charge and spin) in eV: 6.483
Orbital gap in eV: 7.73
Lowest unoccupied orbital energy in eV: -1.0

Last column: Mulliken charge in e.
Geometry (Å):
C1 0.636 0.931 0.547  -0.815
N1 0.300 1.071 -0.871  -0.191
C2 1.356 1.769 -1.635  -0.319
C3 1.613 1.127 -2.998  -1.269
C4 0.532 -0.378 1.346  -1.027
C5 -2.475 -1.026 2.034  -1.089
C6 -1.897 -1.412 0.680  -0.542
C7 -0.337 -1.476 0.666  -0.354
H1 -0.121 1.569 1.014  0.478
H2 1.672 1.269 0.701  0.287
H3 1.631 -0.290 -0.560  0.102
H4 0.975 2.765 -1.830  0.419
H5 2.309 1.828 -1.110  0.246
H6 2.023 1.878 -3.629  0.399
H7 2.119 0.173 -2.914  0.339
H8 0.686 0.817 -3.496  0.312
H9 1.467 -0.910 1.462  0.447
H10 0.201 -0.056 2.342  0.474
H11 -3.568 -0.998 1.946  0.366
H12 -2.137 -0.050 2.403  0.270
H13 -2.275 -1.831 2.775  0.270
H14 -2.108 -0.621 -0.102  0.266
H15 -2.372 -2.298 0.244  0.356
H16 -0.093 -1.455 -0.409  0.264
H17 -0.135 -2.394 1.395  0.308


(2)
DFT (ωB97M-V/def2-TZVPD) results for the ion C7H17N with charge +1.

Calculated values
Expectation value of S²: 0.75
Total charge: +1
HOMO energy (spin up / spin down) in eV: -14.88 / -14.89
DFT total energy in hartree: -331.23290
Relative energy (zero: lowest compared OMol25 entry of this formula, charge and spin) in eV: 3.312
Orbital gap (spin up / spin down) in eV: 12.25 / 7.04
Multiplicity: 2
Lowest unoccupied orbital energy (spin up / spin down) in eV: -2.6 / -7.8

Last column: Löwdin spin population.
Geometry (Å):
C1 0.343 -1.868 -1.771  0.056
N1 -0.574 -1.097 -0.851  0.761
C2 0.210 -0.314 0.368  0.035
C3 -0.784 -0.021 1.455  0.006
C4 -0.065 0.631 2.686  -0.001
C5 -1.758 1.102 0.833  0.002
C6 0.959 0.883 -0.188  0.036
C7 1.056 -0.840 -2.683  0.048
H1 -0.123 -2.662 -2.209  0.011
H2 1.272 -2.281 -1.038  0.000
H3 -0.998 -0.338 -1.416  0.018
H4 0.943 -1.117 0.621  -0.001
H5 -1.332 -0.857 1.854  0.001
H6 0.043 1.674 2.604  0.000
H7 -0.491 0.610 3.703  0.000
H8 0.836 0.025 3.085  0.000
H9 -1.768 1.495 -0.095  0.000
H10 -2.808 0.584 0.793  0.001
H11 -1.868 1.817 1.707  0.000
H12 0.928 1.630 0.703  0.009
H13 2.041 0.870 -0.336  0.002
H14 0.450 1.355 -1.006  0.001
H15 1.206 -1.048 -3.786  0.008
H16 0.400 0.014 -2.751  0.004
H17 1.882 -0.248 -2.281  0.004


(3)
DFT (ωB97M-V/def2-TZVPD) results for a cluster of 2 separate species, C7H17N2 in total.

Calculated values
Expectation value of S²: 2.01
Total charge: +1
HOMO energy (spin up / spin down) in eV: -8.59 / -13.30
DFT total energy in hartree: -385.92237
Relative energy (zero: lowest compared OMol25 entry of this formula, charge and spin) in eV: 2.100
Orbital gap (spin up / spin down) in eV: 5.78 / 7.51
Multiplicity: 3
Lowest unoccupied orbital energy (spin up / spin down) in eV: -2.8 / -5.8

Last column: Löwdin spin population.
Geometry (Å):
C1 -0.024 -2.098 1.107  0.251
C2 0.299 -0.794 1.252  0.152
C3 1.647 -0.302 1.435  0.006
C4 -0.778 1.623 1.728  0.043
C5 0.684 -0.174 -1.710  0.089
C6 -0.695 0.325 0.838  0.443
C7 -0.131 0.833 -1.078  0.488
N1 -1.317 1.191 -1.642  0.257
N2 -0.008 -1.517 -1.667  0.056
H1 -0.984 -2.439 0.964  0.019
H2 0.890 -2.789 1.351  0.011
H3 2.118 0.331 0.684  0.002
H4 1.548 0.391 2.317  0.001
H5 2.447 -0.975 1.798  0.000
H6 -0.142 1.534 2.656  0.007
H7 -1.887 1.789 1.944  0.004
H8 -0.370 2.516 1.113  0.019
H9 1.646 -0.271 -1.063  0.001
H10 0.949 0.170 -2.741  0.027
H11 -1.600 -0.043 0.601  0.016
H12 0.583 1.655 -0.634  0.029
H13 -1.411 0.837 -2.591  0.022
H14 -0.890 -1.497 -1.922  0.006
H15 0.085 -1.819 -0.604  0.031
H16 0.315 -2.112 -2.417  0.007
H17 -1.645 2.147 -1.680  0.013


(4)
DFT (ωB97M-V/def2-TZVPD) results for the ion C7H17N2O with charge +1.

Calculated values
Structure (SMILES): C[NH2+]C[C@H](C)N(C)C(C)=O
Total charge: +1
HOMO energy in eV: -13.60
DFT total energy in hartree: -461.45582
Relative energy (zero: lowest compared OMol25 entry of this formula, charge and spin) in eV: 0.000
Orbital gap in eV: 10.95
Lowest unoccupied orbital energy in eV: -2.7

Last column: Mulliken charge in e.
Geometry (Å):
C1 1.794 -0.280 2.946  -0.887
N1 0.784 -0.522 1.910  -0.077
C2 1.311 -0.499 0.533  -1.444
C3 0.277 -0.765 -0.574  0.269
C4 1.049 -0.621 -1.896  -1.340
N2 -0.927 0.087 -0.630  0.137
C5 -1.852 -0.281 -1.692  -1.300
C6 -1.195 1.177 0.106  0.990
C7 -2.267 2.108 -0.363  -1.335
O1 -0.610 1.426 1.176  -0.748
H1 1.304 -0.153 3.910  0.363
H2 2.498 -1.110 3.013  0.356
H3 2.338 0.633 2.713  0.344
H4 0.293 -1.398 2.098  0.344
H5 0.076 0.354 1.823  0.482
H6 2.090 -1.259 0.425  0.538
H7 1.766 0.485 0.383  0.462
H8 -0.082 -1.801 -0.479  0.308
H9 1.440 0.386 -2.000  0.411
H10 0.423 -0.827 -2.758  0.410
H11 1.882 -1.317 -1.921  0.425
H12 -1.869 0.459 -2.494  0.387
H13 -1.572 -1.244 -2.112  0.427
H14 -2.860 -0.375 -1.281  0.412
H15 -2.269 2.974 0.296  0.346
H16 -3.245 1.634 -0.318  0.362
H17 -2.090 2.428 -1.386  0.357


(5)
DFT (ωB97M-V/def2-TZVPD) results for a cluster of 2 separate species, C7H17N2O2 in total.

Calculated values
Total charge: -1
HOMO energy in eV: -0.82
DFT total energy in hartree: -536.82065
Relative energy (zero: lowest compared OMol25 entry of this formula, charge and spin) in eV: 0.000
Orbital gap in eV: 3.63
Lowest unoccupied orbital energy in eV: 2.8

Last column: Mulliken charge in e.
Geometry (Å):
N1 -0.690 0.152 0.151  -0.607
C1 -1.271 1.259 -0.687  -0.923
C2 -2.629 1.769 -0.282  -0.163
N2 -2.399 2.687 0.922  -0.803
C3 -3.542 0.650 0.195  -0.685
C4 -4.962 0.719 -0.288  0.117
O1 -5.369 0.520 -1.404  -0.368
H1 -0.371 0.546 1.032  0.210
H2 0.130 -0.233 -0.314  0.221
H3 -1.265 0.883 -1.719  0.404
H4 -0.595 2.132 -0.671  0.345
H5 -3.315 2.887 1.317  0.250
H6 -2.121 3.587 0.538  0.285
H7 -3.157 -0.337 -0.119  0.280
H8 -3.578 0.632 1.308  0.166
H9 -5.727 0.910 0.512  0.275
C5 4.667 -1.285 -0.327  -1.371
C6 3.193 -1.069 -0.019  0.449
C7 2.581 -2.240 0.733  -1.192
O2 2.457 -0.790 -1.204  -0.531
H10 4.794 -2.170 -0.958  0.348
H11 5.075 -0.425 -0.858  0.316
H12 5.241 -1.438 0.588  0.370
H13 3.079 -0.163 0.581  0.275
H14 2.652 -3.152 0.130  0.332
H15 1.528 -2.047 0.939  0.306
H16 3.100 -2.418 1.677  0.361
H17 2.495 -1.566 -1.775  0.333


(6)
DFT (ωB97M-V/def2-TZVPD) results for a cluster of 2 separate species, C7H17N2O2P in total.

Calculated values
Structure (SMILES): CCO/N=N\C(C)(C)C.CP=O
Total charge: 0
HOMO energy in eV: -8.70
DFT total energy in hartree: -878.11685
Relative energy (zero: lowest compared OMol25 entry of this formula, charge and spin) in eV: 5.214
Orbital gap in eV: 8.93
Lowest unoccupied orbital energy in eV: 0.2

Last column: Mulliken charge in e.
Geometry (Å):
C1 2.861 -2.034 1.435  -1.067
C2 2.226 -1.726 0.012  -0.311
O1 1.374 -0.679 0.127  0.027
N1 0.162 -0.804 -0.466  -0.443
N2 -0.642 0.092 -0.563  0.025
C3 -0.233 1.454 -0.118  1.438
C4 -0.126 1.658 1.384  -1.370
C5 1.090 1.959 -0.761  -1.743
C6 -1.333 2.302 -0.695  -1.537
H1 3.520 -1.241 1.694  0.314
H2 2.032 -2.044 2.161  0.288
H3 3.431 -2.993 1.448  0.344
H4 1.633 -2.649 -0.113  0.276
H5 2.870 -1.610 -0.881  0.309
H6 -0.826 0.863 1.807  0.302
H7 0.796 1.337 1.751  0.380
H8 -0.422 2.746 1.542  0.339
H9 1.876 1.711 -0.153  0.481
H10 1.136 3.064 -0.761  0.423
H11 1.323 1.693 -1.765  0.434
H12 -0.912 3.303 -0.305  0.428
H13 -1.222 2.226 -1.776  0.361
H14 -2.333 2.059 -0.375  0.316
C7 -2.935 -2.155 -1.237  -1.020
P1 -3.496 -0.621 -0.181  0.457
O2 -3.184 -0.805 1.212  -0.423
H15 -2.476 -1.684 -2.102  0.276
H16 -2.307 -2.844 -0.750  0.298
H17 -3.883 -2.580 -1.571  0.399


(7)
DFT (ωB97M-V/def2-TZVPD) results for a structure of composition C7H17N2O3V.

Calculated values
Expectation value of S²: 3.78
Total charge: +1
HOMO energy (spin up / spin down) in eV: -11.05 / -11.05
DFT total energy in hartree: -1555.83071
Orbital gap (spin up / spin down) in eV: 6.26 / 6.23
Multiplicity: 4
Lowest unoccupied orbital energy (spin up / spin down) in eV: -4.8 / -4.8

Last column: Löwdin spin population.
Geometry (Å):
V1 1.867 1.859 1.569  3.023
C1 0.371 -0.333 -0.565  -0.003
O1 0.783 0.308 0.609  -0.061
H1 -0.640 -0.094 -0.911  -0.003
H2 1.102 -0.188 -1.361  -0.001
H3 0.262 -1.392 -0.307  -0.002
C2 2.798 3.796 -0.999  0.004
O2 2.757 3.052 0.002  0.027
N1 1.788 4.052 -1.802  0.008
C3 1.923 5.069 -2.847  0.001
C4 0.445 3.570 -1.540  0.003
H4 3.772 4.174 -1.323  0.000
H5 2.895 5.554 -2.793  0.000
H6 1.193 5.826 -2.550  0.000
H7 1.661 4.706 -3.837  0.000
H8 -0.127 4.167 -0.829  0.001
H9 -0.082 3.498 -2.490  0.000
H10 0.494 2.544 -1.171  0.002
C5 -1.484 -2.721 2.283  0.000
O3 -1.062 -2.444 3.385  0.000
N2 -1.785 -3.977 1.878  0.000
C6 -1.527 -5.110 2.797  0.000
C7 -2.691 -4.359 0.784  0.000
H11 -1.783 -1.990 1.509  0.000
H12 -0.644 -5.637 2.435  0.000
H13 -2.393 -5.769 2.780  0.000
H14 -1.362 -4.752 3.809  0.000
H15 -2.143 -5.068 0.158  0.000
H16 -3.565 -4.792 1.261  0.000
H17 -2.823 -3.548 0.066  0.000


(8)
DFT (ωB97M-V/def2-TZVPD) results for a cluster of 2 separate species, C7H17N2S in total.

Calculated values
Total charge: +1
HOMO energy in eV: -12.63
DFT total energy in hartree: -784.31386
Relative energy (zero: lowest compared OMol25 entry of this formula, charge and spin) in eV: 1.936
Orbital gap in eV: 8.52
Lowest unoccupied orbital energy in eV: -4.1

Last column: Mulliken charge in e.
Geometry (Å):
C1 -0.728 0.026 -2.301  -0.752
C2 0.128 1.281 -2.505  -0.561
C3 1.443 -0.785 -2.165  0.090
C4 0.980 1.527 3.178  -1.366
C5 -0.412 -2.282 -1.604  -0.722
C6 -0.308 0.781 2.861  -0.237
C7 -0.099 0.223 1.432  -0.441
N1 0.159 -1.080 -2.054  0.198
N2 -1.113 -0.765 1.058  -0.501
S1 1.896 0.708 -2.733  0.001
H1 -1.451 0.136 -1.521  0.330
H2 -1.117 -0.325 -3.249  0.477
H3 0.080 2.027 -3.332  0.414
H4 0.122 1.963 -1.589  0.272
H5 0.834 -0.328 1.550  0.325
H6 1.135 2.071 4.055  0.405
H7 0.938 2.299 2.457  0.325
H8 2.000 1.105 3.059  0.333
H9 -1.160 -2.190 -0.810  0.278
H10 -1.013 -2.654 -2.467  0.313
H11 0.420 -2.959 -1.261  0.288
H12 -0.642 0.009 3.597  0.390
H13 -1.201 1.452 2.791  0.294
H14 0.030 1.018 0.614  -0.040
H15 -1.095 -1.486 1.823  0.302
H16 2.220 -1.469 -1.972  0.345
H17 -2.049 -0.305 1.088  0.237


(9)
DFT (ωB97M-V/def2-TZVPD) results for a structure of composition C7H17N3.

Calculated values
Total charge: 0
HOMO energy in eV: -8.76
DFT total energy in hartree: -440.99364
Relative energy (zero: lowest compared OMol25 entry of this formula, charge and spin) in eV: 5.590
Orbital gap in eV: 9.57
Lowest unoccupied orbital energy in eV: 0.8

Last column: Mulliken charge in e.
Geometry (Å):
C1 -1.742 -0.364 -0.441  0.319
C2 -0.724 0.491 1.047  -0.571
C3 -1.844 0.593 -1.561  -1.168
C4 -1.153 -1.712 -0.738  -1.591
C5 -1.378 1.858 1.170  -1.156
H1 -2.643 -0.422 0.166  0.551
H2 -1.182 -0.247 1.710  0.508
H3 0.214 0.522 1.603  0.257
H4 -0.906 1.200 -1.593  0.303
H5 -0.266 -1.637 -1.365  0.341
H6 -2.678 1.285 -1.451  0.315
H7 -1.888 0.091 -2.530  0.362
H8 -0.915 -2.260 0.174  0.314
H9 -1.889 -2.304 -1.295  0.476
H10 -2.461 1.802 1.059  0.311
H11 -1.169 2.301 2.146  0.379
H12 -1.008 2.529 0.393  0.302
C6 2.808 -0.191 1.167  -0.958
N1 1.793 -0.545 0.177  0.338
N2 2.253 -1.353 -0.900  -0.686
C7 1.038 0.531 -0.286  0.309
N3 0.986 1.378 -1.105  -0.723
H13 2.470 -2.270 -0.521  0.225
H14 3.093 -0.951 -1.322  0.251
H15 3.126 -1.102 1.679  0.355
H16 3.679 0.295 0.704  0.362
H17 2.385 0.485 1.914  0.274